A structure of composition C9H18KO9 at a distorted geometry. Source: the OMol25 dataset; level of theory: ωB97M-V/def2-TZVPD.

The geometry in ORCA input format:
```
! RIJCOSX wB97M-V def2-TZVPD def2/J DEFGRID3
* xyz 1 1
K 26.035 -24.539 -1.992
C 26.925 -19.952 -3.149
O 25.805 -19.861 -2.255
C 25.694 -20.803 -1.345
O 26.420 -21.770 -1.241
O 24.666 -20.508 -0.557
C 24.348 -21.421 0.501
H 27.029 -20.984 -3.498
H 27.838 -19.761 -2.586
H 26.736 -19.280 -3.972
H 24.567 -20.907 1.440
H 24.985 -22.294 0.438
H 23.288 -21.647 0.495
C 29.578 -25.866 -5.278
O 29.492 -26.978 -4.378
C 28.958 -26.789 -3.194
O 28.505 -25.736 -2.780
O 29.009 -27.920 -2.522
C 28.430 -27.956 -1.220
H 29.884 -24.958 -4.767
H 28.623 -25.755 -5.792
H 30.319 -26.137 -6.024
H 29.114 -27.585 -0.459
H 28.158 -28.987 -1.030
H 27.542 -27.319 -1.199
C 21.462 -25.850 -4.204
O 22.322 -25.518 -3.090
C 22.382 -24.278 -2.626
O 23.317 -23.908 -1.954
O 21.326 -23.557 -2.953
C 21.185 -22.250 -2.350
H 21.493 -26.932 -4.265
H 21.893 -25.418 -5.105
H 20.444 -25.505 -4.058
H 21.993 -22.046 -1.653
H 20.239 -22.256 -1.820
H 21.221 -21.509 -3.143
*
```

Results
* LUMO level: -2.82 eV
* gap between HOMO and LUMO: 11.137 eV
* ΔE to the lowest compared entry with this formula, charge and spin: 7.33 kcal/mol

***

A structure of composition C9H18LiO5 at a distorted geometry. Source: the OMol25 dataset; level of theory: ωB97M-V/def2-TZVPD.

The geometry in ORCA input format:
```
! RIJCOSX wB97M-V def2-TZVPD def2/J DEFGRID3
* xyz 1 1
Li 0.947 0.488 -0.053
C 1.717 0.033 -2.917
O 1.925 0.789 -1.898
H 1.548 -1.112 -2.860
H 2.429 -0.046 -3.713
H 0.756 0.250 -3.291
H 2.508 1.523 -2.088
C 3.276 -1.187 0.352
O 1.998 -1.250 0.934
H 3.627 -2.259 0.183
H 4.097 -0.977 1.097
H 3.207 -0.614 -0.412
H 2.137 -1.517 1.717
C 0.472 3.385 0.410
O 1.057 2.081 0.863
H 1.226 4.165 0.033
H -0.387 3.568 1.115
H -0.311 3.076 -0.468
H 1.763 2.377 1.316
C -1.724 -2.232 0.801
C -1.172 -1.246 0.010
C -1.771 -0.033 -0.161
C -2.973 0.309 0.419
C -3.480 -0.662 1.389
C -2.892 -1.931 1.564
O -3.490 -2.869 2.454
O -1.008 0.878 -0.908
H -1.404 -3.251 1.130
H -0.325 -1.552 -0.680
H -3.437 1.106 0.222
H -4.395 -0.222 1.847
H -4.334 -2.642 2.675
H -1.587 1.575 -1.083
*
```

Results
* LUMO level: -2.73 eV
* gap between HOMO and LUMO: 8.771 eV
* ΔE to the lowest compared entry with this formula, charge and spin: 33.57 kcal/mol

***

The ion C9H18N2O2 with charge +2 at a distorted geometry. Source: the OMol25 dataset; level of theory: ωB97M-V/def2-TZVPD.

The geometry in ORCA input format:
```
! RIJCOSX wB97M-V def2-TZVPD def2/J DEFGRID3
* xyz 2 3
C 2.851 -0.035 -0.214
C 1.716 -0.300 -1.224
C 2.785 0.313 1.017
C 1.369 1.055 -1.852
C -0.054 1.473 -1.351
C -0.555 -2.868 0.210
C -3.736 0.835 1.127
C 0.676 -2.078 0.086
C -2.753 1.102 0.023
N 2.639 0.790 2.182
N -0.227 1.112 0.030
O 0.593 -0.804 -0.716
O -1.338 0.977 0.659
H 3.763 -0.077 -0.666
H 2.238 -0.925 -1.953
H 2.053 1.769 -1.488
H 1.478 1.072 -3.058
H -0.019 2.531 -1.189
H -0.852 1.221 -2.064
H -0.249 -3.656 1.082
H -1.351 -2.272 0.830
H -1.014 -3.390 -0.568
H -3.391 0.011 1.742
H -3.835 1.665 1.794
H -4.692 0.523 0.616
H 1.543 -2.564 -0.326
H 0.846 -1.605 1.086
H -2.936 1.977 -0.630
H -2.711 0.261 -0.626
H 2.455 1.827 2.387
H 2.708 0.061 3.055
*
```

Results
* LUMO level (alpha / beta): -7.62 / -10.96 eV
* gap between HOMO and LUMO (alpha / beta): 9.053 / 6.669 eV

***

The molecule C9H18N2O2S2 at a distorted geometry. Source: the OMol25 dataset; level of theory: ωB97M-V/def2-TZVPD.

The geometry in ORCA input format:
```
! RIJCOSX wB97M-V def2-TZVPD def2/J DEFGRID3
* xyz 0 1
O -3.445 3.103 -0.789
O 0.233 1.289 2.182
S -2.281 0.634 -0.731
S 1.915 0.767 0.258
C -3.236 2.039 -0.176
C 1.339 0.962 1.933
N -3.344 2.079 1.206
N 2.142 1.076 3.054
C 0.990 -2.208 1.483
C -0.558 -2.564 -0.430
C 1.312 0.415 -2.866
C -0.637 1.329 -1.541
C 0.957 -0.516 -0.507
C 0.106 -1.525 0.454
C 0.208 0.094 -1.775
H -3.564 2.989 1.487
H -2.639 1.606 1.653
H 3.032 0.716 3.078
H 1.507 0.827 3.879
H 0.778 -1.845 2.531
H 2.052 -2.048 1.385
H 0.848 -3.313 1.449
H -1.339 -2.073 -0.932
H 0.183 -2.799 -1.191
H -0.905 -3.407 0.230
H 2.098 1.114 -2.556
H 0.846 0.754 -3.815
H 1.810 -0.465 -3.398
H -0.863 1.902 -2.517
H -0.267 1.935 -0.811
H 1.709 -1.210 -1.013
H -0.657 -0.986 0.998
H -0.330 -0.671 -2.214
*
```

Results
* structure (SMILES): CC(C)[C@H](SC(N)=O)[C@H](C)CSC(N)=O
* LUMO level: 0.53 eV
* gap between HOMO and LUMO: 9.702 eV

***

A cluster of 2 separate species, C9H18N2S in total at a distorted geometry. Source: the OMol25 dataset; level of theory: ωB97M-V/def2-TZVPD.

The geometry in ORCA input format:
```
! RIJCOSX wB97M-V def2-TZVPD def2/J DEFGRID3
* xyz 0 1
C 0.950 1.119 2.426
C 2.459 -0.387 0.605
C 1.250 -0.093 3.366
C -0.594 -0.340 -3.261
C -2.800 0.359 0.393
C -0.441 -1.342 0.153
C 0.180 -0.501 -2.010
C -1.668 0.647 -0.630
C -0.546 -0.390 -0.763
N 0.023 1.933 2.653
N 3.105 -0.487 -0.510
S 1.976 1.234 0.999
H 2.310 -0.202 3.108
H 1.107 0.149 4.398
H 0.628 -0.780 2.958
H -0.005 -0.735 -4.066
H -0.903 0.650 -3.565
H -1.542 -0.870 -3.303
H -2.901 -0.727 0.449
H -3.626 0.803 -0.053
H -2.603 0.728 1.459
H 0.277 -2.037 -0.038
H -0.815 -1.401 1.247
H 3.045 -1.394 -0.845
H 0.665 -1.448 -1.870
H 0.921 0.226 -2.116
H -1.300 1.744 -0.458
H -2.177 0.693 -1.636
H -0.218 2.708 2.145
H 3.242 0.141 -1.237
*
```

Results
* LUMO level: 0.57 eV
* gap between HOMO and LUMO: 8.890 eV
* ΔE to the lowest compared entry with this formula, charge and spin: 113.11 kcal/mol

***

A cluster of 2 separate species, C9H18N3 in total at a distorted geometry. Source: the OMol25 dataset; level of theory: ωB97M-V/def2-TZVPD.

The geometry in ORCA input format:
```
! RIJCOSX wB97M-V def2-TZVPD def2/J DEFGRID3
* xyz 1 1
C -3.151 0.545 0.263
C -3.114 -0.812 0.427
C -1.049 -0.043 0.443
C -4.160 -1.920 0.399
C 3.631 0.750 0.256
C 2.468 -1.422 0.038
C 2.052 0.464 -1.656
C -1.397 2.298 -0.046
C 2.240 0.105 -0.213
N -1.863 0.977 0.247
N -1.777 -1.122 0.590
N 1.414 0.748 0.668
H -3.986 1.176 -0.070
H -3.820 -2.483 -0.507
H -4.136 -2.575 1.245
H -5.204 -1.465 0.397
H 3.766 1.834 0.125
H 3.808 0.510 1.266
H 4.490 0.141 -0.272
H 3.368 -1.701 -0.361
H 1.674 -2.154 -0.400
H 2.702 -1.709 1.029
H 1.544 1.338 -1.709
H 3.021 0.666 -2.263
H 1.499 -0.364 -2.172
H -0.815 2.397 -0.970
H -2.293 2.993 -0.154
H -0.722 2.567 0.825
H -1.573 -1.957 1.046
H 1.384 0.216 1.529
*
```

Results
* LUMO level (alpha / beta): -5.69 / -5.69 eV
* gap between HOMO and LUMO (alpha / beta): 6.982 / 6.981 eV
* ΔE to the lowest compared entry with this formula, charge and spin: 100.26 kcal/mol

***

A structure of composition C9H18N3 at a distorted geometry. Source: the OMol25 dataset; level of theory: ωB97M-V/def2-TZVPD.

The geometry in ORCA input format:
```
! RIJCOSX wB97M-V def2-TZVPD def2/J DEFGRID3
* xyz 1 1
C -0.942 -2.736 -1.470
C -1.271 -3.017 -0.190
C -0.389 -1.453 -1.550
C -0.791 -1.975 0.578
C 2.368 -0.765 0.421
C 2.078 1.617 0.783
C -1.929 1.058 -0.459
C -0.919 1.512 1.791
C 0.240 0.173 0.216
N -0.314 -1.027 -0.245
N 1.554 0.463 0.408
N -0.701 1.267 0.361
H -1.385 -3.284 -2.208
H -1.881 -3.857 0.151
H 0.128 -0.942 -2.444
H -0.716 -1.726 1.553
H 1.843 -1.477 -0.101
H 3.259 -0.463 -0.217
H 2.716 -1.123 1.334
H 3.229 1.614 0.598
H 1.018 2.434 -2.221
H 1.548 2.465 0.848
H -1.835 1.408 -1.501
H -1.985 0.047 -0.538
H -2.747 1.417 -0.003
H -1.490 0.641 2.110
H -0.036 1.525 2.380
H -1.526 2.387 2.037
H 1.069 1.654 -2.411
H -0.190 2.167 -0.007
*
```

Results
* LUMO level: -3.18 eV
* gap between HOMO and LUMO: 8.517 eV
* ΔE to the lowest compared entry with this formula, charge and spin: 121.21 kcal/mol

***

A cluster of 2 separate species, C9H18N3O6S in total at a distorted geometry. Source: the OMol25 dataset; level of theory: ωB97M-V/def2-TZVPD.

The geometry in ORCA input format:
```
! RIJCOSX wB97M-V def2-TZVPD def2/J DEFGRID3
* xyz 1 1
N 0.139 -1.470 2.553
C 0.452 -0.237 2.034
N 1.484 -0.003 0.912
C 0.790 0.638 -0.308
C -0.169 1.931 0.146
C -1.175 1.381 1.316
C -2.420 2.376 1.694
C -3.865 1.583 1.938
C -4.362 0.754 0.580
O -4.410 1.466 -0.553
O -4.745 -0.668 0.724
N -0.274 1.036 2.519
H -0.859 -1.710 2.827
H 0.836 -2.254 2.658
H 2.081 0.794 1.283
H 1.664 1.024 -1.000
H 0.187 -0.194 -0.879
H 0.588 2.684 0.676
H -0.695 2.413 -0.782
H -1.624 0.360 0.961
H -2.182 2.916 2.708
H -2.620 3.116 0.795
H -4.717 2.390 2.143
H -3.857 0.879 2.873
H -4.088 -1.086 1.375
H -0.862 0.833 3.356
C 4.005 -2.494 -3.443
C 3.281 -2.645 -2.108
O 2.681 -1.376 -1.863
S 2.276 -0.696 -3.289
O 0.876 -0.960 -3.534
O 2.849 0.629 -3.343
O 3.154 -1.680 -4.249
H 4.958 -1.969 -3.318
H 4.182 -3.457 -3.929
H 3.959 -2.915 -1.295
H 2.480 -3.390 -2.177
*
```

Results
* LUMO level: -5.15 eV
* gap between HOMO and LUMO: 8.101 eV

***

A structure of composition C9H18N4 at a distorted geometry. Source: the OMol25 dataset; level of theory: ωB97M-V/def2-TZVPD.

The geometry in ORCA input format:
```
! RIJCOSX wB97M-V def2-TZVPD def2/J DEFGRID3
* xyz 2 1
C -2.605 -1.042 0.821
C -1.945 0.106 1.024
C -2.918 -1.563 -0.475
C -1.797 0.178 -1.704
C 0.965 -0.111 1.362
C 1.306 0.650 -0.935
C 2.045 -1.215 1.207
C 2.225 -0.553 -1.285
C -0.986 0.724 0.043
N -2.619 -0.882 -1.556
N 0.382 0.366 0.062
N 2.862 -0.865 0.043
N -1.123 2.365 0.349
H -3.194 -1.316 1.698
H -1.789 0.462 2.126
H -3.599 -2.456 -0.448
H -2.346 1.138 -1.790
H -0.899 0.032 -2.372
H 0.064 -0.393 2.052
H 1.311 0.895 1.798
H 1.980 1.518 -0.732
H 0.689 0.900 -1.937
H 2.765 -1.382 2.058
H 1.632 -2.168 0.825
H 1.377 -1.371 -1.432
H 2.935 -0.476 -2.122
H 3.252 0.151 0.343
H 3.674 -1.515 -0.119
H -0.728 2.865 -0.473
H -0.790 2.517 1.288
H -2.125 2.443 0.280
*
```

Results
* LUMO level: -7.07 eV
* gap between HOMO and LUMO: 8.479 eV
* ΔE to the lowest compared entry with this formula, charge and spin: 54.31 kcal/mol

***

The molecule C9H18N4O at a distorted geometry. Source: the OMol25 dataset; level of theory: ωB97M-V/def2-TZVPD.

The geometry in ORCA input format:
```
! RIJCOSX wB97M-V def2-TZVPD def2/J DEFGRID3
* xyz 0 1
O -1.257 -0.055 -3.651
N -0.336 0.462 0.310
C -1.461 0.937 -2.981
C -0.533 0.068 -0.910
N -0.080 -1.117 -1.382
N -1.174 0.981 -1.651
N -2.029 2.064 -3.536
C -2.573 2.189 -4.877
C 1.735 -1.723 3.240
C 2.610 -1.253 2.033
C 0.759 -0.597 3.711
C 1.879 -0.303 1.130
C -0.200 -0.156 2.624
C 0.359 -0.466 1.223
H -0.471 -1.382 -2.269
H 0.115 -1.803 -0.696
H -1.297 1.841 -1.130
H -2.270 2.779 -2.881
H -1.742 2.231 -5.621
H -3.172 3.123 -4.912
H -3.261 1.357 -5.149
H 2.403 -2.031 4.054
H 1.121 -2.543 2.903
H 2.964 -2.155 1.476
H 3.515 -0.744 2.374
H 1.329 0.228 4.074
H 0.148 -0.990 4.518
H 2.138 0.708 1.384
H 2.220 -0.471 0.127
H -1.175 -0.637 2.793
H -0.342 0.956 2.671
H 0.078 -1.500 1.002
*
```

Results
* structure (SMILES): CNC(=O)N/C(N)=N/C1CCCCC1
* LUMO level: 0.74 eV
* gap between HOMO and LUMO: 9.080 eV
* ΔE to the lowest compared entry with this formula, charge and spin: 0.00 kcal/mol

***

A cluster of 2 separate species, C9H18O2P in total at a distorted geometry. Source: the OMol25 dataset; level of theory: ωB97M-V/def2-TZVPD.

The geometry in ORCA input format:
```
! RIJCOSX wB97M-V def2-TZVPD def2/J DEFGRID3
* xyz 1 1
C 1.867 2.104 -0.328
C 3.152 -0.990 -1.108
C 1.691 -1.340 -1.327
C 3.250 -0.625 0.383
C 0.759 -0.380 -0.641
C -4.465 -0.236 -0.872
C 1.066 0.519 2.159
C -3.812 -0.351 0.491
C -2.111 1.325 0.815
O 2.797 2.419 -0.986
O -2.433 0.147 0.468
P 1.845 0.427 0.513
H 0.920 2.613 -0.036
H 3.659 -1.816 -1.587
H 3.410 -0.154 -1.750
H 1.400 -1.252 -2.434
H 1.503 -2.333 -0.906
H 3.325 -1.463 1.112
H 4.140 0.147 0.522
H 0.152 0.195 -1.313
H -0.109 -0.795 -0.011
H -3.714 -0.294 -1.661
H -5.170 -1.112 -0.924
H -4.854 0.688 -0.980
H 1.624 0.060 3.023
H 0.029 0.099 2.050
H 0.993 1.614 2.306
H -3.574 -1.442 0.849
H -4.441 0.218 1.149
H -2.899 2.008 1.025
*
```

Results
* LUMO level: -3.59 eV
* gap between HOMO and LUMO: 8.027 eV
* ΔE to the lowest compared entry with this formula, charge and spin: 83.07 kcal/mol

***

A cluster of 2 separate species, C9H18O7PS in total at a distorted geometry. Source: the OMol25 dataset; level of theory: ωB97M-V/def2-TZVPD.

The geometry in ORCA input format:
```
! RIJCOSX wB97M-V def2-TZVPD def2/J DEFGRID3
* xyz 1 1
C 1.278 -1.406 0.733
C 0.076 -0.506 0.903
O 0.321 0.778 0.218
S -0.936 1.624 -0.257
C -2.307 1.427 0.886
C -3.579 2.128 0.378
O -4.674 1.635 1.095
C -5.373 0.592 0.467
C -4.941 -0.811 0.763
O -6.316 0.855 -0.238
P -1.487 0.516 -2.068
O -1.543 -0.927 -1.829
H 1.718 -1.276 -0.247
H 0.905 -2.422 0.749
H 2.003 -1.267 1.517
H -0.063 -0.280 1.953
H -0.803 -1.011 0.525
H -1.974 1.820 1.840
H -2.526 0.379 1.030
H -3.702 2.015 -0.698
H -3.526 3.189 0.576
H -3.929 -1.008 0.420
H -5.610 -1.494 0.271
H -4.932 -0.949 1.839
H -2.687 1.107 -2.501
H -0.412 0.898 -2.886
C 5.207 -0.415 -1.478
C 6.343 -0.041 -0.549
O 5.811 -0.396 0.734
C 4.861 -1.338 0.557
O 4.360 -1.963 1.430
O 4.563 -1.476 -0.760
H 5.541 -0.763 -2.451
H 4.494 0.401 -1.613
H 7.243 -0.629 -0.730
H 6.595 1.015 -0.578
*
```

Results
* LUMO level: -4.37 eV
* gap between HOMO and LUMO: 9.019 eV
* ΔE to the lowest compared entry with this formula, charge and spin: 0.00 kcal/mol